9
Properties=species:S:1:pos:R:3 method="wB97M-V/def2-TZVPD" total_charge=+1 energy_ev=-8173.41884 e_homo_ev=-17.40 smiles="CC(C#N)=[N+]=O" lumo_energy_ev=-8.65 orbital_gap_ev=8.75
C -0.81 0.32 1.23
N -1.55 0.28 2.07
C 0.06 -0.22 0.16
O -0.59 -2.36 0.69
H 1.58 0.29 -1.54
H 1.10 1.55 -0.47
C 0.72 0.66 -0.87
H -0.18 0.87 -1.47
N -0.32 -1.38 0.21